1.
{"formula": "C10H26Cl2HgN2O3", "method": "the ωB97M-V functional and the def2-TZVPD basis", "e_above_lowest_kcal_mol": 159.7, "homo_energy_ev": -8.2, "orbital_gap_ev": 4.3, "lumo_ev": -3.89, "species": ["Hg", "Cl", "Cl", "C", "O", "C", "C", "N", "C", "C", "O", "C", "H", "H", "H", "H", "H", "H", "H", "H", "H", "H", "H", "H", "H", "H", "H", "C", "C", "C", "O", "C", "N", "H", "H", "H", "H", "H", "H", "H", "H", "H", "H", "H"], "positions_angstrom": [[-0.434, -1.151, 1.302], [0.359, -1.076, 5.042], [-2.680, -4.004, 1.630], [0.528, -3.954, -1.476], [0.188, -2.587, -1.654], [-0.607, -2.229, -2.793], [-0.887, -0.793, -2.643], [-1.590, -0.472, -1.395], [-2.065, 0.944, -1.329], [-3.132, 0.907, -0.189], [-2.703, 0.190, 0.999], [-3.529, 0.448, 1.992], [1.345, -4.322, -2.097], [-0.347, -4.583, -1.640], [0.925, -4.154, -0.481], [-1.532, -2.806, -2.812], [-0.088, -2.542, -3.699], [-1.439, -0.411, -3.503], [0.002, -0.165, -2.600], [-2.442, -0.983, -1.574], [-2.430, 1.351, -2.273], [-1.295, 1.704, -1.199], [-4.024, 0.419, -0.582], [-3.477, 1.917, 0.034], [-3.074, -0.052, 2.847], [-4.516, 0.013, 1.834], [-3.483, 1.530, 2.117], [3.467, 1.302, -0.755], [3.419, 0.888, 0.687], [2.700, 2.054, 1.517], [1.194, 1.833, 1.571], [0.508, 2.986, 2.202], [2.733, -0.383, 0.729], [3.678, 0.425, -1.369], [4.414, 1.830, -0.866], [2.498, 1.732, -1.010], [4.458, 0.945, 1.013], [2.934, 3.058, 1.163], [3.003, 1.962, 2.560], [0.466, 3.907, 1.620], [1.210, 3.314, 2.968], [-0.399, 2.674, 2.721], [3.197, -0.803, 1.522], [2.948, -0.867, -0.131]], "atomic_forces_ev_per_a": [[-0.59, -0.49, 0.35], [-0.21, 0.08, -1.29], [0.87, 1.12, -0.27], [-0.20, -0.42, -0.20], [0.37, 0.02, 0.31], [0.84, -1.72, 1.02], [0.81, 2.23, -0.03], [-0.33, 0.51, -0.83], [-0.01, -0.72, 1.21], [0.56, 0.01, -1.04], [2.79, -0.06, -5.30], [-1.16, 0.32, 3.44], [-0.02, 0.36, -0.74], [-0.05, -0.12, 0.11], [-0.49, 0.54, 0.30], [-0.35, -0.14, 0.29], [0.18, 0.54, -0.29], [-0.31, -0.11, -0.26], [0.52, -0.38, -0.29], [-0.58, -0.44, 1.01], [-1.03, -0.58, -0.25], [0.67, -0.57, 0.96], [-0.10, -0.39, 0.02], [0.32, 0.17, 0.49], [-0.43, 0.19, 0.48], [-0.35, 0.34, 0.04], [-0.91, 0.20, 0.75], [0.70, -0.39, -0.22], [-1.39, 2.63, -0.58], [-1.96, -1.99, 0.70], [0.82, 1.52, -0.53], [2.47, -0.82, 0.56], [0.27, 0.13, 1.44], [-0.37, -0.17, -0.22], [-0.67, 1.14, -0.50], [0.47, 0.45, -0.55], [0.05, -0.79, 0.60], [-0.01, -0.11, -0.33], [0.15, 0.16, 0.11], [-0.64, -0.42, -0.85], [-0.17, -0.07, 0.66], [-0.04, -0.08, -0.58], [-0.58, -1.23, 0.07], [0.08, -0.43, 0.25]], "nbo_charge": [1.071, -0.608, -0.625, -0.254, -0.562, -0.072, -0.246, -0.603, -0.258, -0.077, -0.554, -0.243, 0.165, 0.185, 0.200, 0.175, 0.190, 0.182, 0.198, 0.361, 0.192, 0.206, 0.179, 0.190, 0.212, 0.178, 0.158, -0.621, -0.071, -0.066, -0.584, -0.263, -0.820, 0.194, 0.221, 0.221, 0.177, 0.182, 0.184, 0.174, 0.175, 0.207, 0.380, 0.369]}



2.
{"formula": "C10H26CrN3O6", "method": "the ωB97M-V functional and the def2-TZVPD basis", "e_above_lowest_kcal_mol": 0.0, "homo_energy_ev": [-6.8, -6.9], "multiplicity": 4, "orbital_gap_ev": [7.2, 7.2], "lumo_ev": [0.35, 0.35], "s_squared": 3.767, "species": ["Cr", "O", "H", "O", "H", "C", "O", "H", "H", "H", "C", "O", "N", "C", "C", "H", "H", "H", "H", "H", "H", "H", "C", "O", "N", "C", "C", "H", "H", "H", "H", "H", "H", "H", "C", "O", "N", "C", "C", "H", "H", "H", "H", "H", "H", "H"], "positions_angstrom": [[-0.707, 0.942, 1.109], [-1.616, -0.745, 0.726], [-2.230, -1.380, 1.059], [0.373, 2.547, 0.959], [0.299, 3.297, 0.386], [-2.090, 2.233, 3.816], [-1.734, 1.469, 2.732], [-1.961, 3.316, 3.674], [-3.157, 2.106, 4.051], [-1.515, 1.915, 4.696], [-2.325, 2.077, -1.461], [-1.972, 1.732, -0.359], [-2.527, 1.234, -2.469], [-2.290, -0.209, -2.275], [-2.633, 1.684, -3.850], [-2.549, 3.119, -1.717], [-2.733, -0.720, -3.128], [-2.816, -0.486, -1.365], [-1.224, -0.408, -2.198], [-1.660, 1.517, -4.323], [-3.460, 1.187, -4.346], [-2.751, 2.767, -3.920], [1.163, 0.375, -1.434], [0.543, 0.182, -0.413], [1.558, -0.622, -2.250], [2.027, -0.332, -3.580], [1.149, -1.979, -1.985], [1.492, 1.371, -1.756], [2.429, 0.683, -3.625], [1.293, -0.498, -4.369], [2.931, -0.919, -3.784], [0.449, -2.383, -2.723], [2.014, -2.646, -2.045], [0.683, -2.081, -1.010], [1.417, -0.376, 3.169], [0.690, 0.023, 2.287], [1.946, -1.592, 3.180], [1.670, -2.546, 2.118], [3.077, -1.917, 4.051], [1.769, 0.308, 3.946], [2.435, -2.430, 1.344], [0.660, -2.434, 1.734], [1.820, -3.546, 2.528], [3.396, -1.020, 4.585], [2.748, -2.617, 4.817], [3.917, -2.198, 3.420]], "atomic_forces_ev_per_a": [[-1.10, 1.13, 1.64], [0.90, 0.28, -0.61], [-0.43, 0.01, 0.80], [0.33, -1.02, 0.63], [-0.46, 0.30, -0.34], [0.23, -0.04, -0.48], [0.33, -1.09, -1.76], [0.26, 0.09, 0.00], [-0.06, -0.12, 0.08], [0.00, 0.23, 0.28], [-0.27, 0.06, -0.62], [0.27, 0.19, 1.07], [0.00, -0.49, -0.85], [-0.64, 0.81, -0.01], [0.64, 0.54, 0.48], [0.04, 0.22, 0.07], [0.11, -0.09, -0.04], [0.46, -0.27, 0.15], [-0.07, -0.21, 0.14], [-0.27, -0.41, -0.41], [0.10, -0.08, -0.22], [-0.34, -0.05, 0.29], [0.24, 0.10, -0.02], [-0.13, -0.43, 0.07], [-0.59, 0.14, -0.28], [1.41, 0.19, 0.00], [0.19, -0.95, -0.05], [-0.09, 0.15, -0.02], [-0.49, 0.15, 0.01], [-0.13, -0.02, 0.11], [-0.33, -0.31, -0.11], [-0.13, 0.40, -0.12], [0.08, 0.13, 0.15], [0.01, 0.29, 0.11], [0.40, 0.82, -0.39], [-0.59, -0.05, -0.47], [0.53, -0.60, 0.47], [0.45, -0.17, 0.30], [-0.68, 1.00, 0.05], [-0.05, -0.10, 0.35], [-0.26, 0.09, -0.30], [0.01, 0.19, -0.11], [-0.24, -0.01, 0.02], [-0.12, 0.06, -0.06], [0.45, -0.50, -0.24], [0.05, -0.57, 0.25]], "mulliken_spin": [2.863, 0.027, 0.009, 0.024, 0.006, -0.006, 0.054, 0.003, 0.002, 0.006, 0.004, 0.009, 0.003, -0.002, -0.001, 0.000, 0.000, 0.001, 0.001, 0.000, 0.000, 0.000, -0.004, -0.020, 0.004, 0.000, 0.000, 0.000, 0.000, 0.000, 0.000, 0.000, 0.000, 0.000, 0.004, 0.008, 0.004, -0.002, 0.000, 0.001, 0.000, 0.001, 0.000, 0.000, 0.000, 0.000]}



3.
{"formula": "C10H26N3OPdS3Sb", "method": "the ωB97M-V functional and the def2-TZVPD basis", "total_charge": 4, "e_above_lowest_kcal_mol": 0.0, "homo_energy_ev": [-20.8, -20.7], "multiplicity": 5, "orbital_gap_ev": [8.6, 4.2], "lumo_ev": [-12.16, -16.52], "s_squared": 6.027, "species": ["Pd", "S", "C", "N", "C", "C", "S", "H", "H", "H", "H", "H", "O", "H", "H", "C", "C", "Sb", "C", "C", "C", "C", "H", "H", "H", "H", "H", "H", "H", "H", "H", "H", "H", "H", "H", "H", "H", "N", "C", "N", "S", "H", "H", "H", "H"], "positions_angstrom": [[-0.963, 0.574, 0.364], [-2.068, -1.622, 0.745], [-2.727, -3.007, 0.034], [-3.794, -3.100, -0.798], [-4.229, -4.408, -1.215], [-3.415, -5.448, -0.443], [-2.196, -4.585, 0.554], [-4.154, -2.270, -1.246], [-4.085, -4.518, -2.302], [-5.314, -4.479, -1.032], [-2.925, -6.104, -1.162], [-4.090, -5.987, 0.232], [-0.489, 0.375, 2.941], [-0.979, 1.182, 3.194], [-1.087, -0.360, 3.185], [2.497, -1.571, -1.729], [2.931, -1.203, -0.335], [1.755, 0.479, 0.388], [2.859, 2.019, -0.668], [2.289, 2.305, -2.036], [2.800, 0.668, 2.289], [4.289, 0.662, 2.254], [3.078, -2.455, -1.984], [2.672, -0.777, -2.448], [1.431, -1.859, -1.775], [3.987, -0.870, -0.287], [2.822, -2.044, 0.376], [3.907, 1.673, -0.728], [2.825, 2.913, -0.024], [2.314, 1.431, -2.703], [2.891, 3.119, -2.472], [1.243, 2.670, -1.978], [2.390, -0.195, 2.854], [2.356, 1.578, 2.734], [4.718, -0.281, 1.899], [4.581, 0.823, 3.298], [4.729, 1.459, 1.637], [-2.919, 5.005, 0.590], [-2.737, 3.760, 0.026], [-3.136, 3.666, -1.257], [-2.199, 2.488, 0.987], [-3.000, 5.861, 0.060], [-2.585, 5.137, 1.535], [-3.416, 4.473, -1.815], [-2.857, 2.825, -1.740]], "atomic_forces_ev_per_a": [[0.05, 0.48, 0.55], [0.35, 0.51, 0.46], [-2.69, -2.76, -1.73], [2.68, 1.80, 1.49], [-0.86, -0.51, -0.78], [-0.92, -0.26, -0.40], [0.54, 1.07, 0.25], [-0.27, 0.09, -0.02], [0.02, 0.16, 0.35], [0.42, -0.11, 0.04], [0.10, -0.19, 0.43], [0.49, -0.16, -0.08], [-0.96, 0.18, -1.05], [0.33, -0.33, 0.35], [0.37, 0.29, 0.28], [-1.12, 0.51, 0.19], [0.83, -1.27, 0.89], [0.14, 0.32, -1.83], [0.08, 0.53, 0.57], [-0.69, 0.17, -0.34], [0.99, -0.51, 2.88], [-0.24, -0.04, -1.65], [0.22, -0.21, -0.26], [0.17, -0.11, -0.18], [0.39, -0.03, -0.05], [-0.57, 0.21, 0.08], [-0.05, 0.44, -0.29], [-0.44, -0.12, 0.27], [0.09, -0.28, -0.23], [0.08, 0.38, 0.10], [-0.19, -0.30, -0.06], [0.54, -0.13, -0.09], [0.04, 0.11, -0.61], [-0.08, 0.13, -0.78], [-0.11, 0.00, 0.45], [0.27, 0.07, 0.38], [-0.13, 0.08, 0.50], [1.30, -2.75, 0.22], [-2.08, 5.05, -2.25], [1.25, -0.95, 1.18], [0.63, -1.51, 1.09], [-0.34, -0.02, -0.38], [-0.19, 0.06, 0.15], [-0.04, -0.18, 0.23], [-0.40, 0.11, -0.32]], "mulliken_spin": [1.033, 0.944, -0.090, 0.035, 0.000, 0.009, 0.045, 0.007, 0.002, 0.000, 0.001, 0.004, 0.089, -0.009, -0.006, 0.021, 0.176, 0.433, 0.068, 0.017, 0.317, 0.036, 0.042, -0.001, 0.006, 0.010, -0.003, 0.011, 0.001, -0.002, 0.011, 0.004, 0.017, 0.033, 0.005, 0.079, 0.009, 0.076, -0.011, 0.037, 0.550, -0.003, -0.001, -0.003, 0.003]}



4.
{"formula": "C10H26O9V", "method": "the ωB97M-V functional and the def2-TZVPD basis", "total_charge": -1, "e_above_lowest_kcal_mol": 0.0, "homo_energy_ev": -3.8, "orbital_gap_ev": 6.3, "lumo_ev": 2.52, "species": ["O", "V", "O", "C", "O", "O", "O", "O", "H", "H", "C", "C", "C", "O", "H", "H", "H", "H", "H", "H", "H", "H", "C", "C", "C", "O", "H", "H", "H", "H", "H", "H", "H", "H", "C", "C", "C", "O", "H", "H", "H", "H", "H", "H", "H", "H"], "positions_angstrom": [[-21.851, -0.640, 5.416], [-22.791, -1.188, 4.203], [-23.720, 0.027, 3.757], [-22.808, -3.569, 3.078], [-22.185, -3.389, 4.132], [-23.072, -2.522, 2.489], [-23.150, -4.638, 2.558], [-24.494, -1.823, 5.719], [-24.674, -1.896, 6.656], [-25.352, -1.902, 5.303], [-19.335, 1.061, 1.799], [-20.788, 0.735, 2.129], [-21.572, 0.307, 0.895], [-20.757, -0.370, 3.012], [-18.818, 0.176, 1.428], [-18.889, 1.276, 2.770], [-19.266, 1.897, 1.104], [-21.280, 1.508, 2.720], [-21.033, -0.420, 0.289], [-21.555, 1.108, 0.156], [-22.577, -0.057, 1.107], [-19.968, -0.823, 2.707], [-16.474, -1.898, 6.135], [-17.714, -2.796, 6.112], [-18.930, -1.968, 6.406], [-17.760, -3.332, 4.794], [-16.452, -1.312, 7.054], [-16.524, -1.201, 5.298], [-15.574, -2.511, 6.090], [-17.495, -3.630, 6.779], [-19.054, -1.219, 5.625], [-18.867, -1.530, 7.402], [-19.803, -2.612, 6.519], [-18.599, -3.783, 4.669], [-26.522, 2.371, -0.498], [-25.948, 0.963, -0.346], [-25.425, 0.609, 1.046], [-26.993, 0.122, -0.809], [-27.333, 2.596, 0.195], [-26.844, 2.655, -1.500], [-25.700, 3.012, -0.179], [-25.135, 0.889, -1.069], [-26.223, 0.636, 1.788], [-24.583, 1.232, 1.345], [-24.976, -0.378, 1.154], [-27.296, 0.252, -1.711]], "atomic_forces_ev_per_a": [[-1.09, -0.81, -1.27], [1.69, -1.26, 0.53], [0.02, -0.25, -0.13], [-0.62, -4.23, -1.85], [1.93, 0.95, 5.23], [-1.71, 7.39, -2.20], [0.09, -1.50, 0.40], [0.03, -0.04, -0.50], [0.51, 0.03, 0.21], [-0.18, -0.01, -0.39], [-0.58, 0.39, 0.81], [-0.38, -0.67, -0.80], [0.33, 0.73, -0.78], [0.14, -0.34, 0.41], [-0.08, -0.01, -0.41], [0.39, 0.43, -0.16], [0.26, -0.07, 0.07], [-0.03, 0.34, -0.41], [0.13, -0.71, 0.61], [-0.66, 0.62, 0.15], [0.17, 0.09, 0.03], [-0.21, -1.07, 0.50], [-0.17, -0.25, 0.16], [1.23, 0.59, -0.58], [-0.45, -0.81, 0.83], [0.10, -0.04, -0.27], [0.04, -0.04, 0.08], [0.12, -0.06, -0.08], [0.11, 0.16, -0.20], [-0.54, -0.01, 0.53], [-0.28, -0.03, 0.20], [0.29, 0.44, -0.07], [-0.31, 0.13, -0.65], [-0.28, -0.05, -0.03], [1.17, 0.70, 1.29], [-0.69, 0.76, -1.47], [-0.32, -0.42, -0.13], [-0.58, -1.99, 1.08], [-0.16, -0.38, 0.04], [0.18, -0.31, -0.11], [-0.01, 0.63, -0.25], [0.43, -0.06, 0.04], [0.02, 0.31, 0.06], [-0.36, 0.53, -0.05], [-0.29, -0.32, -0.54], [0.58, 0.51, 0.06]], "nbo_charge": [-0.583, 1.479, -0.592, 0.920, -0.813, -0.786, -0.788, -0.896, 0.497, 0.493, -0.640, 0.092, -0.638, -0.693, 0.199, 0.218, 0.213, 0.191, 0.207, 0.189, 0.251, 0.481, -0.614, 0.094, -0.635, -0.742, 0.197, 0.208, 0.201, 0.149, 0.230, 0.199, 0.231, 0.482, -0.623, 0.107, -0.643, -0.747, 0.203, 0.194, 0.199, 0.147, 0.210, 0.227, 0.257, 0.467]}



5.
{"formula": "C10H27Cl2O2P2STi", "method": "the ωB97M-V functional and the def2-TZVPD basis", "total_charge": 3, "homo_energy_ev": -19.9, "orbital_gap_ev": 5.3, "lumo_ev": -14.66, "species": ["C", "C", "H", "H", "H", "O", "Cl", "Ti", "P", "C", "C", "H", "H", "H", "H", "H", "H", "C", "H", "H", "H", "P", "C", "C", "H", "H", "H", "C", "H", "H", "H", "H", "H", "H", "Cl", "C", "S", "C", "O", "H", "H", "H", "H", "H", "H"], "positions_angstrom": [[-2.923, 1.327, -0.530], [-2.039, 0.195, -0.185], [-3.916, 0.997, -0.901], [-2.453, 1.951, -1.304], [-3.093, 1.998, 0.327], [-2.380, -0.930, 0.074], [0.520, 3.526, -1.229], [0.445, 1.347, -0.502], [-0.305, 0.366, -2.706], [-0.843, -1.364, -2.819], [-1.462, 1.351, -3.707], [-1.293, 1.151, -4.775], [1.044, 0.289, -4.717], [-1.310, 2.422, -3.516], [1.835, 1.288, -3.448], [-1.549, -1.600, -2.013], [-2.502, 1.121, -3.447], [1.263, 0.370, -3.643], [-1.328, -1.548, -3.787], [1.865, -0.494, -3.335], [0.041, -2.009, -2.733], [-0.342, 1.642, 1.831], [-0.818, 0.185, 2.815], [1.126, 2.182, 2.769], [-1.572, 3.658, 1.342], [-1.409, 3.420, 3.109], [-2.591, 2.448, 2.173], [-1.598, 2.914, 2.150], [1.656, 2.973, 2.227], [0.800, 2.549, 3.752], [-0.980, 0.509, 3.852], [-0.020, -0.569, 2.768], [1.810, 1.330, 2.874], [-1.738, -0.282, 2.440], [2.731, 1.543, -0.271], [3.459, -1.465, 0.205], [1.714, -1.845, -0.086], [1.374, -2.616, 1.507], [0.844, -0.564, 0.050], [3.996, -2.422, 0.147], [3.599, -0.985, 1.185], [3.809, -0.848, -0.633], [1.925, -3.563, 1.486], [1.699, -1.991, 2.359], [0.298, -2.830, 1.541]], "atomic_forces_ev_per_a": [[0.22, 2.49, -0.93], [-5.47, -7.31, 1.58], [0.63, -0.61, 0.25], [-0.11, -0.01, 0.22], [0.27, -0.43, -0.03], [3.82, 6.10, -1.17], [-1.00, -1.95, 0.59], [4.67, 0.86, -0.43], [-0.39, -0.33, -1.56], [-0.13, -0.16, 0.35], [-0.18, 0.40, 0.33], [-0.07, -0.05, 0.31], [-0.10, 0.03, 0.26], [0.10, -0.18, -0.17], [-0.12, -0.21, -0.21], [0.20, -0.22, -0.45], [0.16, -0.12, -0.21], [0.55, 0.28, 0.46], [0.15, 0.10, 0.20], [-0.08, 0.20, -0.07], [-0.31, 0.09, 0.02], [-0.62, 0.11, 2.18], [-0.29, -0.37, -0.36], [0.78, 0.14, -0.63], [-0.02, -0.02, 0.30], [-0.04, -0.25, -0.27], [0.16, 0.20, 0.24], [-0.24, 0.18, -0.46], [-0.08, -0.02, 0.23], [-0.08, -0.17, -0.25], [0.08, -0.08, -0.25], [-0.24, 0.36, 0.11], [-0.18, 0.23, 0.04], [0.16, 0.12, 0.30], [-1.56, 0.13, -0.24], [0.02, 0.38, -0.33], [0.61, -0.91, 1.01], [-0.11, -0.32, -0.18], [-0.92, 1.75, -0.42], [-0.34, -0.01, 0.11], [-0.03, -0.14, -0.47], [-0.05, -0.17, 0.42], [-0.10, 0.09, 0.17], [-0.04, -0.21, -0.60], [0.32, 0.01, 0.02]], "nbo_charge": [-0.777, 0.793, 0.362, 0.306, 0.339, -0.224, -0.195, 0.984, 0.934, -0.943, -0.949, 0.304, 0.302, 0.282, 0.283, 0.239, 0.256, -0.908, 0.302, 0.263, 0.275, 0.929, -0.930, -0.887, 0.279, 0.310, 0.251, -0.950, 0.285, 0.294, 0.299, 0.261, 0.267, 0.245, -0.216, -0.795, 1.261, -0.790, -0.997, 0.298, 0.267, 0.279, 0.292, 0.258, 0.263]}



Energy for the records above, in order: -1805.37689 -2056.79043 -2197.09139 -2017.84682 -3397.39019 a.u.